C15H12ClIrNO6 | ωB97M-V with the def2-TZVPD basis set

```
36
Properties=species:S:1:pos:R:3:forces:R:3
Ir -0.048003 0.053352 -1.388131 -0.48 0.13 -1.46
O 4.414402 4.083103 -2.410895 0.05 0.08 -0.01
C 3.498043 3.301660 -2.377630 -0.20 0.06 -0.02
C 2.006488 3.656401 -2.394453 0.12 -0.35 0.03
O 1.537628 4.767729 -2.487127 -0.05 0.20 -0.04
C 1.309900 2.363540 -2.255619 -0.16 0.26 -0.05
C 2.236723 1.317504 -2.246382 0.05 -0.20 -0.09
O 1.813380 0.082663 -2.160059 0.34 -0.04 0.38
C 3.612585 1.789029 -2.289814 -0.16 -0.07 -0.14
O 4.653025 1.158113 -2.261026 0.02 -0.06 0.00
O 0.053049 2.142527 -2.137208 0.17 0.01 0.53
N -3.762503 -1.597851 -0.599017 -0.02 0.04 0.02
C -2.454619 -1.285085 -0.620085 0.00 -0.05 0.20
O -2.106970 -0.114391 -0.829363 0.08 0.16 -0.22
C -1.422853 -2.333063 -0.379558 0.00 -0.16 -0.13
C -0.183011 -1.973453 -1.209555 0.23 -0.04 0.39
H -4.439658 -0.868501 -0.742611 0.00 0.02 0.02
H -4.066883 -2.536078 -0.424869 0.01 -0.01 0.03
H -1.825752 -3.337530 -0.553944 -0.04 0.01 0.02
H -1.172123 -2.255019 0.684384 -0.06 -0.03 -0.03
H -0.304827 -2.343990 -2.242729 -0.03 -0.05 0.04
H 0.691919 -2.478921 -0.792595 0.01 -0.06 -0.08
Cl -1.775668 2.066776 1.504285 0.05 0.02 0.08
C -1.055554 0.617992 2.148019 -0.07 0.02 0.02
C -1.626133 0.058299 3.284064 -0.04 -0.01 -0.08
C -1.104302 -1.108847 3.817337 -0.01 0.00 0.01
C -0.023924 -1.717933 3.191261 0.04 0.00 -0.06
C 0.539091 -1.137340 2.066694 0.09 -0.04 0.13
C 0.060450 0.059200 1.524556 0.30 0.22 0.08
C 0.747635 0.669692 0.358349 -0.40 -0.15 -0.15
H -2.473965 0.550545 3.742165 0.01 0.00 0.00
H -1.530055 -1.528760 4.719920 -0.03 -0.03 -0.03
H 0.385708 -2.640470 3.583791 0.01 0.01 0.01
H 1.380567 -1.610116 1.571908 0.02 0.03 0.05
H 1.796168 0.373851 0.300374 0.04 0.05 0.24
H 0.640050 1.755366 0.305578 0.10 0.02 0.31
```
Forces are in eV/Å.

Total charge ... -1
E ... -1649.5919 Ha
2S+1 ... 1
HOMO ... -3.949 eV
Gap between HOMO and LUMO ... 6.2 eV
Molar mass ... 529.9 g/mol
Energy relative to the best compared isomer or geometry (same formula, charge and spin) ... 0.0 kcal/mol

Here are the Löwdin charges for atoms 1 to 4, given in e: atom 1 (Ir): 1.25, atom 2 (O): 0.11, atom 3 (C): -0.26, atom 4 (C): -0.29